Record 1
61
Properties=species:S:1:pos:R:3:lowdin_charge:R:1 method="wB97M-V/def2-TZVPD" multiplicity=6 energy_ev=-91301.119 mol_weight_g_mol=489.2
O -0.0142 1.4693 -2.4837 -0.1914
C -0.9576 1.6835 -3.2453 -0.2135
C -0.6859 2.0807 -4.6080 -0.1636
C 0.4915 2.8126 -4.8858 -0.0078
H 1.1182 3.1059 -4.0410 0.1177
C 0.8343 3.1191 -6.2000 -0.0750
H 1.7541 3.6820 -6.3752 0.1076
C 0.0165 2.7258 -7.2647 -0.0748
H 0.3076 2.9901 -8.2903 0.1095
C -1.1545 2.0091 -6.9862 -0.0751
H -1.7821 1.7272 -7.8188 0.1002
C -1.5082 1.6750 -5.6768 -0.0110
H -2.3962 1.0918 -5.4797 0.1155
H -2.2554 1.2589 -3.0691 0.0790
C -2.6972 3.1616 -1.8839 -0.0627
C -2.7080 1.6919 -2.0965 -0.2003
H -3.4142 3.3933 -1.0864 0.0853
H -2.9596 3.7405 -2.7800 0.0864
H -1.7018 3.5269 -1.5508 0.0991
C -2.9697 0.7610 -1.1638 -0.1411
C -3.7239 0.9237 0.1186 -0.0981
H -2.5082 -0.2359 -1.2664 0.0819
H -4.6938 1.4228 -0.0144 0.0775
H -3.1409 1.4521 0.8952 0.0827
H -3.9124 -0.1002 0.4741 0.0728
Fe 1.2649 0.7665 -1.2679 0.1857
Cl 1.7927 2.7701 -0.4531 0.0303
Cl 0.1326 -1.2481 -1.9348 0.1505
H 4.3059 -0.4583 -2.7452 0.0915
H 5.0931 0.8035 -1.5226 0.0847
C 3.2505 -0.4442 -2.4285 -0.0858
C 4.3569 0.8978 -0.7141 -0.0888
N 3.2290 -0.0304 -0.9910 -0.2793
H 2.7647 -1.4148 -2.5512 0.0567
C 3.1411 -1.0823 -0.0344 -0.3211
O 2.6014 -2.1545 -0.2120 0.0215
H 4.8040 0.6244 0.2484 0.0845
H 3.6712 -0.8034 0.8995 0.1366
H 2.7126 0.3107 -3.0335 0.0815
H 4.0002 1.9292 -0.6577 -0.0049
H -1.5958 -5.9009 1.0714 0.0911
H 0.3857 -5.4882 -0.8264 0.0897
C -2.0252 -4.9771 0.6580 -0.0544
C -0.3102 -4.6802 -1.1025 -0.0673
N -0.9950 -4.1538 0.0651 -0.1910
H -2.5088 -4.4050 1.4519 0.0799
C -0.6293 -3.0025 0.6728 -0.3479
O -1.1914 -2.5321 1.6651 -0.0361
H 0.2454 -3.8657 -1.5802 0.0292
H 0.2137 -2.4912 0.1754 0.0360
H -2.7567 -5.2629 -0.1076 0.0868
H -1.0463 -5.0883 -1.8082 0.0879
C 1.0717 0.3965 4.0452 -0.0859
C 0.1653 -0.4000 3.0908 -0.2149
C 0.4480 -0.0792 1.7207 -0.1325
N 0.7327 0.1632 0.6246 0.1052
H 2.1245 0.2538 3.7637 0.0766
H 0.9483 0.0800 5.0883 0.0775
H 0.8430 1.4694 3.9791 0.0823
H 0.3132 -1.4732 3.2454 0.1153
H -0.8917 -0.1980 3.2998 0.1280

Record 2
21
Properties=species:S:1:pos:R:3:lowdin_charge:R:1 method="wB97M-V/def2-TZVPD" energy_ev=-11423.352 mol_weight_g_mol=114.1 smiles=CNCN.O.O.O
C -2.0380 -2.9047 -0.1865 -0.1404
N -1.3539 -1.6716 -0.6080 -0.1300
C -1.8516 -0.5396 0.1710 -0.3522
N -1.0205 0.6067 0.1276 0.0227
H -3.1029 -2.7475 -0.0533 0.0657
H -1.6892 -3.1849 0.8104 0.0735
H -1.8017 -3.7118 -0.8573 0.0695
H -1.5778 -1.5588 -1.5866 0.0948
H -2.8787 -0.2748 -0.1086 0.1176
H -1.8029 -0.8824 1.2104 0.1168
H -1.2114 1.3648 -0.4919 0.0638
H -0.2025 0.5810 0.7117 0.0306
O 1.7287 -1.2828 -1.2851 -0.0745
H 1.3491 -1.9603 -0.7164 0.0308
H 0.9931 -0.6961 -1.4863 0.0116
O 2.9936 5.5599 0.4459 -0.0682
H 3.2406 6.3016 1.0115 0.0310
H 3.7929 5.4621 -0.0967 0.0372
O 1.7946 0.4265 1.1112 -0.0658
H 2.5075 0.7486 1.6674 0.0433
H 2.1309 0.3642 0.2096 0.0223

Record 3
139
Properties=species:S:1:pos:R:3:lowdin_charge:R:1 method="wB97M-V/def2-TZVPD" energy_ev=-119817.739 mol_weight_g_mol=1054.2
Ca -0.1749 -0.7840 -1.0981 1.2779
C 4.2777 -1.0836 0.5809 -0.0922
O 4.0335 -0.0440 -0.3714 -0.0491
C 2.6540 -0.0978 -0.6325 -0.3185
N 2.2507 -1.5121 -0.4293 0.0190
C 3.4352 -2.2365 0.0801 -0.2023
C 3.1209 -3.2679 1.1319 -0.1838
C 3.5450 -4.5821 0.9952 -0.0348
C 3.2412 -5.5279 1.9676 -0.0790
C 2.5035 -5.1611 3.0878 -0.0963
C 2.0720 -3.8471 3.2271 -0.0831
C 2.3800 -2.9065 2.2529 -0.0349
C 1.9040 0.9143 0.2643 -0.1507
C 2.5919 1.9388 0.9064 0.0142
C 1.8961 3.0533 1.3390 -0.0277
C 0.5511 3.1742 1.0156 0.0030
C -0.0601 2.1062 0.3904 -0.1823
N 0.5739 0.9635 0.1089 0.0596
C -1.4335 2.2597 -0.1904 -0.3053
N -2.0256 1.4641 -0.9930 0.1296
C -3.1967 2.1883 -1.5166 -0.2095
C -3.2805 3.4427 -0.6212 -0.0379
O -2.0178 3.4457 0.0882 0.0062
C -4.5658 1.5080 -1.5751 -0.1798
C -6.4161 0.6021 -0.1336 -0.1871
C -7.3625 0.1016 -1.1654 -0.0424
C -7.4675 0.5787 -2.4159 -0.1042
C -6.6515 1.6000 -2.9936 -0.0685
C -5.4064 2.0062 -2.5880 -0.0377
H 3.9554 -0.7673 1.5788 0.1262
H 5.3403 -1.3116 0.5970 0.1388
H 3.9510 -2.6938 -0.7653 0.1503
H 4.0951 -4.8728 0.1059 0.1139
H 3.5665 -6.5541 1.8431 0.1013
H 2.2535 -5.8993 3.8403 0.0999
H 1.4785 -3.5567 4.0885 0.1021
H 2.0110 -1.8883 2.3459 0.1168
H 3.6635 1.8580 1.0220 0.1250
H 2.4062 3.8529 1.8632 0.1126
H -0.0064 4.0787 1.2147 0.1210
H -2.9491 2.4629 -2.5405 0.1379
H -4.0879 3.3817 0.1050 0.1155
H -3.3645 4.3645 -1.1867 0.1338
H -6.3617 -0.1572 0.6431 0.1495
H -8.0180 -0.7068 -0.8594 0.1162
H -8.2563 0.1758 -3.0415 0.1085
H -7.0373 2.0716 -3.8920 0.1045
H -4.9510 2.7870 -3.1876 0.1162
C 3.0495 1.6869 -2.4300 -0.0043
C 2.3253 0.3775 -2.1515 -0.5354
O 0.9604 0.4942 -2.2853 -0.3562
C 2.8671 -0.7474 -3.0308 0.0415
C 2.4722 -1.9938 -2.8005 -0.2741
C 2.7849 -3.1768 -3.6649 -0.0420
N 1.6645 -2.1605 -1.6118 -0.1648
N 1.2772 -3.5170 -1.3110 0.1237
C 0.3569 -3.5714 -0.3709 -0.5027
O -0.2292 -2.5854 0.1958 -0.2391
C -0.0168 -4.9627 0.0556 -0.1509
C -0.6210 -5.1196 1.2943 -0.0500
C -0.9652 -6.3844 1.7591 -0.0821
C -0.7114 -7.5027 0.9759 -0.0982
C -0.1118 -7.3495 -0.2726 -0.0866
C 0.2377 -6.0853 -0.7295 -0.0326
H 2.5628 2.5025 -1.8880 0.0817
H 2.9656 1.8957 -3.5009 0.0855
H 4.1086 1.6498 -2.1551 0.0879
H 3.4729 -0.5069 -3.8988 0.1224
H 2.9618 -2.8408 -4.6867 0.0729
H 1.9731 -3.8994 -3.6491 0.0582
H 3.6757 -3.7004 -3.3077 0.0779
H -0.8035 -4.2344 1.8935 0.1062
H -1.4292 -6.4960 2.7332 0.0994
H -0.9822 -8.4893 1.3323 0.0956
H 0.0875 -8.2193 -0.8883 0.0969
H 0.7161 -5.9516 -1.6922 0.1042
C -2.1878 1.6233 3.3378 -0.2824
P -2.7018 -0.0325 2.7493 1.0623
C -4.0870 0.5169 1.5883 -0.4101
N -4.7761 1.5375 2.0743 0.0918
C -5.8477 2.2693 1.5706 -0.2367
C -6.0930 3.4897 2.2302 -0.0278
C -7.1127 4.3291 1.8367 -0.0847
C -7.9463 3.9680 0.7749 -0.0799
C -7.7387 2.7629 0.1279 -0.0256
C -6.7086 1.9093 0.5197 -0.1128
N -4.9689 0.6416 -0.6206 0.0299
C -4.0810 -0.0031 0.2514 -0.3207
P -2.9062 -1.3094 -0.3912 1.0180
C -3.2393 -2.6611 0.8177 -0.2695
C -3.7599 -2.1186 -1.8732 -0.6768
C -3.9702 -1.1500 -3.0495 -0.0819
C -2.7543 -3.1986 -2.3366 -0.0999
C -5.0933 -2.7886 -1.5386 -0.0884
C -3.6629 -0.7567 4.2304 -0.7084
C -2.8178 -1.9341 4.7519 -0.1217
C -5.0448 -1.2680 3.8157 -0.1000
C -3.8535 0.2506 5.3658 -0.1149
H -3.0119 2.1870 3.7633 0.0226
H -1.7869 2.1893 2.4930 0.0120
H -1.3863 1.5001 4.0678 0.0426
H -5.4357 3.7500 3.0532 0.1106
H -7.2708 5.2664 2.3585 0.1022
H -8.7545 4.6195 0.4652 0.1006
H -8.3847 2.4643 -0.6880 0.1086
H -4.3018 -2.7811 1.0133 0.0352
H -2.7038 -2.4558 1.7400 -0.0159
H -2.8270 -3.5878 0.4201 0.0297
H -4.0286 -1.7288 -3.9777 0.0914
H -3.1443 -0.4432 -3.1683 0.0553
H -4.9019 -0.5950 -2.9518 0.0525
H -2.5232 -3.9286 -1.5584 0.0669
H -1.8216 -2.7634 -2.6945 0.0488
H -3.1942 -3.7409 -3.1805 0.0924
H -5.7686 -2.1143 -1.0026 0.0602
H -4.9610 -3.6909 -0.9419 0.0756
H -5.5929 -3.0796 -2.4708 0.0911
H -3.2050 -2.2756 5.7202 0.0816
H -1.7708 -1.6484 4.8906 0.0708
H -2.8365 -2.7835 4.0653 0.0649
H -4.9868 -2.0104 3.0211 0.0582
H -5.6860 -0.4493 3.4813 0.0672
H -5.5271 -1.7421 4.6803 0.0882
H -2.9053 0.6407 5.7461 0.0740
H -4.3600 -0.2559 6.1963 0.0831
H -4.4781 1.0950 5.0570 0.0744
N 1.0558 0.6555 -7.6057 0.1111
C 0.4542 0.1117 -6.4904 -0.3251
C -0.1879 0.9155 -5.5481 -0.0169
C -0.7237 0.3257 -4.4244 -0.1659
N -0.6982 -0.9901 -4.1749 0.0509
C -0.0880 -1.7430 -5.0898 -0.1510
C 0.4985 -1.2593 -6.2419 -0.0282
H 0.8320 1.6017 -7.8505 0.0894
H 1.2745 0.0481 -8.3726 0.0900
H -0.2354 1.9930 -5.6779 0.1109
H -1.1919 0.9530 -3.6702 0.0867
H -0.0636 -2.8096 -4.8871 0.1080
H 0.9914 -1.9348 -6.9327 0.1080

Record 4
13
Properties=species:S:1:pos:R:3:lowdin_charge:R:1 method="wB97M-V/def2-TZVPD" energy_ev=-9375.866 mol_weight_g_mol=98.1 smiles="C[C@@H]1C=CC(=O)O1"
C -1.7532 -0.1175 -0.2815 -0.0405
C -0.5082 -0.1041 0.5683 -0.3383
C 0.3480 1.0372 0.0980 -0.0265
C 1.5949 0.6271 -0.0371 0.0286
C 1.6446 -0.8229 0.1998 -0.4728
O 2.5973 -1.5439 0.1245 0.1285
O 0.3595 -1.2518 0.3958 0.0458
H -2.3764 -0.9780 -0.0722 0.0813
H -2.3366 0.7894 -0.0755 0.0949
H -1.4631 -0.1052 -1.3339 0.0919
H -0.7828 -0.1700 1.6283 0.1575
H 0.1415 1.6085 -0.7928 0.1278
H 2.3712 1.2166 -0.4877 0.1217

Record 5
26
Properties=species:S:1:pos:R:3:lowdin_charge:R:1 method="wB97M-V/def2-TZVPD" multiplicity=2 energy_ev=-147270.436 mol_weight_g_mol=387.3 total_charge=+1
Mn -1.7102 0.6278 1.0384 0.0152
S -2.6444 1.7572 5.2632 0.0498
As -3.5764 1.6538 3.4404 -0.4718
S -2.1145 2.5485 1.8885 0.3051
S -3.0042 -0.3255 2.4153 0.3052
S -5.4871 2.1059 2.8504 0.0515
C 2.8271 -1.0919 -1.3812 -0.0160
N 2.1433 -0.5747 -0.1984 -0.1239
C 2.8511 -0.5588 1.0815 -0.0082
C 0.8406 -0.2603 -0.2156 -0.3645
N 0.1622 0.0978 0.8402 0.0613
N 0.2239 -0.3320 -1.4543 0.1820
C -1.0817 -0.0356 -1.7784 -0.4318
N -1.3790 -0.1811 -3.0798 0.2024
N -1.9435 0.3494 -0.8893 0.0534
H 3.8708 -1.2520 -1.1343 0.0994
H 2.8073 -0.3692 -2.2003 0.1024
H 2.4126 -2.0495 -1.7046 0.1082
H 3.9065 -0.7258 0.8965 0.0974
H 2.4861 -1.3414 1.7496 0.1112
H 2.7556 0.4145 1.5644 0.1053
H 0.7182 0.0926 1.6844 0.0761
H 0.8104 -0.6158 -2.2209 0.1248
H -0.7055 -0.4762 -3.7641 0.1262
H -2.3108 0.0089 -3.4064 0.1330
H -2.8586 0.5337 -1.2852 0.1065